Here is a gas-phase ion, C5H12N2O (charge -1) in a non-equilibrium geometry from OMol25. Energies are from ωB97M-V/def2-TZVPD.

Each line ends with the Mulliken spin population.
Element x y z (Å)
C -1.91301 -0.06672 -0.63833  0.1963
N -0.61368 -0.35305 -0.97406  -0.0934
C -0.18910 -0.34178 -2.37718  0.2979
C 0.32255 1.47507 0.34486  1.5142
C 0.40151 -0.01064 0.05591  -1.3553
C 0.23445 -0.90383 1.42850  1.9499
N 1.57421 -0.63395 2.10925  0.5995
O -2.74710 0.12456 -1.53208  -0.1812
H -2.08016 0.31429 0.34338  0.0096
H 0.73885 -0.92667 -2.56087  -0.0583
H -1.04391 -0.77771 -2.84444  0.0090
H 0.13493 0.59798 -2.85548  -0.0236
H 0.44094 2.09954 -0.57560  0.2126
H 1.02917 1.98642 0.96716  -0.7853
H -0.67850 1.82790 0.75721  -0.0689
H 1.38955 -0.41540 -0.50413  -0.2095
H -0.64948 -0.85634 2.07833  -0.0639
H 0.22705 -2.01442 1.23158  -0.1261
H 1.84328 -1.40299 2.91857  -0.5557
H 1.57847 0.27775 2.62743  -0.2676

## Properties
Calculated total energy (Eh): -382.3548
Total charge: -1
F_max (eV Å⁻¹): 4.26
2S+1: 2
Energy relative to the best compared isomer or geometry (same formula, charge and spin) (eV): 2.101
Expectation value of S²: 0.750